Record 1
Here is a molecular structure, C9H9N3S from OMol25. Energies are from ωB97M-V/def2-TZVPD.

The value obtained for the LUMO energy is -0.02821 hartree. As for the energy relative to the best compared isomer or geometry (same formula, charge and spin): 219.1 kJ/mol. Its spin multiplicity is 1.

Element x y z (Å)
C -2.3099 -0.3639 2.6360
C -1.4195 -0.0576 1.3925
C -0.7026 1.1955 1.3499
C 0.1936 1.4681 0.1667
C 0.3020 0.4779 -0.8777
C 1.2982 0.8061 -2.0667
C 2.7467 0.5323 -1.4749
N 3.0988 -0.7027 -1.4316
C -0.4243 -0.8255 -0.9014
N -0.3519 -1.8370 -1.8590
S -1.4021 -2.9601 -1.1922
N -1.9408 -2.2992 0.2347
C -1.3106 -1.0625 0.2986
H -3.2165 -0.9799 2.3886
H -2.6031 0.5581 3.2114
H -1.6840 -1.0133 3.3232
H -0.7741 1.9700 2.1546
H 0.7947 2.4050 0.0712
H 1.2014 1.8775 -2.3788
H 1.0956 0.1546 -2.9562
H 3.3710 1.3792 -1.0882
H 4.0373 -0.7224 -1.0007

Record 2
Here is a molecular structure, C9H9N3S2 from OMol25. Energies are from ωB97M-V/def2-TZVPD.

The value obtained for the LUMO energy (spin up / spin down) is -0.03419 / -0.03416 hartree. As for the energy relative to the best compared isomer or geometry (same formula, charge and spin): 382.2 kJ/mol. Its spin multiplicity is 1.

Element x y z (Å)
C -1.8585 -2.3544 0.3721
C -1.4975 -2.2455 -1.0006
C -1.1569 -1.6335 1.3274
C -0.4206 -1.4153 -1.3470
C -0.0739 -0.8340 0.9235
C 0.1943 -0.6852 -0.4321
C 2.6343 0.1231 -0.1702
C 1.4225 0.1120 -0.9143
C -1.0057 2.6886 0.6990
N 2.9264 1.2775 0.5175
N 2.1403 2.2544 0.2683
N 1.1356 1.9039 -0.4007
S 3.7352 -1.1736 0.0256
S -0.2383 2.6197 -1.0575
H -2.6149 -3.0666 0.6803
H -2.0392 -2.9323 -1.7798
H -1.6101 -1.6718 2.2713
H -0.0652 -1.3308 -2.3291
H 0.1995 -0.1152 1.6453
H 1.5487 0.2412 -2.0350
H -0.9040 1.7363 1.2042
H -2.0504 2.9543 0.5014
H -0.4018 3.5472 1.0305

Record 3
Here is a single C9H9N5 molecule from OMol25. Energies are from ωB97M-V/def2-TZVPD.

The value obtained for the LUMO energy (spin up / spin down) is -0.01020 / -0.01510 hartree. As for the energy relative to the best compared isomer or geometry (same formula, charge and spin): 490.7 kJ/mol. Its spin multiplicity is 1.

Element x y z (Å)
C 1.5876 -0.8080 1.4198
C -2.3919 1.5928 -2.8033
C -1.6327 2.4726 -2.0248
C 0.8931 0.2673 0.9754
C 1.3733 -2.1244 1.0863
C -1.4355 -0.1396 -1.7335
C -0.7457 0.7694 -0.8941
C 1.2541 1.7146 1.3766
C 1.1808 -3.4487 1.7463
N -2.2909 0.2739 -2.6674
N -0.8309 2.0774 -1.0401
N -1.2731 -1.3639 -1.2446
N -0.0443 -0.0206 0.0007
N -0.5381 -1.2485 -0.2232
H 2.4781 -0.5755 2.1646
H -2.9677 2.0925 -3.6031
H -1.6856 3.5350 -2.3047
H 2.3627 1.6745 1.5531
H 0.9442 2.4474 0.5130
H 0.6393 1.9990 2.1907
H 0.0545 -3.4740 1.6086
H 1.4997 -4.3103 1.1194
H 1.5689 -3.4031 2.7844

Record 4
Here is 2 unconnected molecules or ions with the total composition C9H9NO2 from OMol25. Energies are from ωB97M-V/def2-TZVPD.

The value obtained for the LUMO energy (spin up / spin down) is -0.00280 / -0.00275 hartree. As for the energy relative to the best compared isomer or geometry (same formula, charge and spin): 570.4 kJ/mol. Its spin multiplicity is 1.

Element x y z (Å)
C -2.6754 -0.2963 -1.3694
C -2.6878 -1.5256 -0.6982
C 1.7925 1.5870 2.5436
C 1.7460 0.2866 2.0007
C -1.3758 0.0380 -1.5959
C -1.4233 -1.8200 -0.3422
C 1.5120 2.4691 1.5182
C 1.3921 0.4302 0.7002
C 0.7401 -1.0887 -1.1217
N -0.6144 -0.8724 -0.9876
O 1.2762 1.7218 0.3478
O 1.5751 -0.4864 -2.0567
H -3.5222 0.3165 -1.7275
H -3.4932 -2.1511 -0.3239
H 1.9985 1.8126 3.6032
H 1.9012 -0.7112 2.4649
H -0.8764 0.8804 -1.9642
H -0.9758 -2.5135 0.2804
H 1.3502 3.5637 1.4159
H 1.0492 -2.0948 -0.7299
H 1.3111 0.4538 -1.9576